{
  "formula": "C30H71IN13O18S2",
  "method": "ωB97M-V/def2-TZVPD",
  "e_homo_ev": -10.85,
  "total_charge": 1,
  "total_energy_ev": -118225.6120,
  "orbital_gap_ha": 0.240,
  "elements": ["C", "C", "C", "C", "C", "C", "C", "C", "N", "C", "C", "C", "C", "C", "C", "C", "C", "C", "S", "S", "C", "C", "C", "N", "C", "N", "N", "I", "H", "H", "H", "H", "H", "H", "H", "H", "H", "H", "H", "H", "H", "H", "H", "H", "H", "H", "H", "H", "H", "H", "H", "H", "H", "H", "H", "H", "H", "H", "H", "H", "H", "H", "H", "H", "H", "H", "H", "H", "H", "H", "H", "H", "C", "N", "O", "O", "H", "H", "H", "C", "N", "O", "O", "H", "H", "H", "C", "N", "O", "O", "H", "H", "H", "C", "N", "O", "O", "H", "H", "H", "C", "N", "O", "O", "H", "H", "H", "C", "N", "O", "O", "H", "H", "H", "C", "N", "O", "O", "H", "H", "H", "C", "N", "O", "O", "H", "H", "H", "C", "N", "O", "O", "H", "H", "H"],
  "positions_angstrom": [[-4.384, 1.410, 1.872], [-5.185, 0.132, 1.602], [-5.455, -0.113, 0.107], [-4.331, -0.875, -0.616], [-3.931, -2.189, 0.081], [-2.709, -2.031, 1.025], [-1.411, -2.570, 0.399], [-0.151, -2.153, 1.183], [0.517, -0.939, 0.650], [1.874, -0.929, 1.265], [2.684, 0.370, 1.027], [2.645, 1.349, 2.239], [2.874, 0.637, 3.579], [2.740, 1.595, 4.833], [4.042, 2.332, 5.224], [4.996, 1.281, 5.864], [5.356, 1.755, 7.296], [-0.209, 0.210, 1.045], [-0.403, 0.784, 2.538], [-1.005, 1.097, -0.329], [0.272, 2.141, -1.083], [-0.340, 2.902, -2.271], [-1.042, 2.015, -3.330], [-0.183, 1.355, -4.338], [0.183, 0.127, -4.255], [0.979, -0.370, -5.248], [-0.228, -0.643, -3.153], [-0.642, -2.599, -3.685], [-5.034, 2.263, 1.664], [-4.092, 1.492, 2.918], [-3.508, 1.524, 1.234], [-4.718, -0.722, 2.090], [-6.159, 0.257, 2.079], [-6.409, -0.615, -0.049], [-5.546, 0.872, -0.363], [-4.706, -1.159, -1.605], [-3.470, -0.229, -0.801], [-3.643, -2.911, -0.687], [-4.780, -2.601, 0.622], [-2.651, -0.987, 1.333], [-2.883, -2.602, 1.942], [-1.295, -2.300, -0.652], [-1.473, -3.657, 0.488], [-0.427, -2.065, 2.241], [0.606, -2.952, 1.128], [2.415, -1.752, 0.794], [1.784, -1.197, 2.320], [3.705, 0.146, 0.723], [2.239, 0.873, 0.160], [3.468, 2.063, 2.115], [1.751, 1.971, 2.279], [2.120, -0.127, 3.776], [3.845, 0.141, 3.626], [1.938, 2.295, 4.577], [2.398, 0.932, 5.629], [3.776, 3.051, 5.995], [4.441, 2.813, 4.324], [4.533, 0.301, 5.963], [5.891, 1.208, 5.249], [6.077, 2.566, 7.212], [5.815, 0.920, 7.824], [4.481, 2.092, 7.843], [0.593, 2.877, -0.349], [1.144, 1.586, -1.431], [0.512, 3.381, -2.760], [-1.056, 3.643, -1.932], [-1.685, 2.684, -3.904], [-1.688, 1.254, -2.907], [0.107, 1.941, -5.107], [1.577, 0.353, -5.620], [1.594, -1.100, -4.920], [0.603, -0.686, -2.560], [-0.201, -5.412, 3.798], [1.020, -4.986, 3.064], [1.918, -4.489, 3.697], [1.031, -5.166, 1.865], [-0.065, -5.188, 4.849], [-1.038, -4.860, 3.389], [-0.322, -6.474, 3.640], [-3.979, -7.734, 1.697], [-2.962, -6.930, 2.424], [-3.314, -6.342, 3.419], [-1.842, -6.917, 1.968], [-4.924, -7.649, 2.220], [-4.053, -7.334, 0.691], [-3.633, -8.763, 1.685], [-4.072, -3.969, -5.406], [-5.460, -4.261, -4.966], [-5.645, -5.257, -4.308], [-6.311, -3.473, -5.299], [-3.421, -4.755, -5.036], [-4.068, -3.943, -6.489], [-3.796, -3.017, -4.992], [3.290, 5.812, 2.010], [3.911, 5.337, 3.263], [3.382, 5.660, 4.302], [4.909, 4.654, 3.175], [2.416, 6.401, 2.258], [4.026, 6.412, 1.483], [3.016, 4.944, 1.438], [0.103, 5.856, -5.996], [0.794, 4.615, -6.440], [0.187, 3.554, -6.347], [1.902, 4.730, -6.863], [-0.886, 5.594, -5.642], [0.699, 6.293, -5.201], [0.045, 6.520, -6.853], [-3.665, 0.605, -5.086], [-3.949, -0.317, -6.213], [-3.503, -1.445, -6.145], [-4.605, 0.120, -7.116], [-3.069, 0.077, -4.348], [-3.124, 1.455, -5.490], [-4.619, 0.912, -4.665], [3.408, -5.984, -0.369], [4.476, -6.889, -0.869], [4.216, -8.062, -0.964], [5.535, -6.379, -1.148], [2.521, -6.570, -0.162], [3.776, -5.509, 0.535], [3.213, -5.251, -1.147], [3.680, 0.288, -3.697], [4.139, 1.435, -2.900], [3.885, 1.402, -1.723], [4.722, 2.311, -3.478], [3.173, -0.410, -3.037], [3.011, 0.673, -4.449], [4.555, -0.173, -4.148], [-0.044, 7.511, 4.048], [-0.005, 8.089, 2.677], [-0.246, 9.259, 2.553], [0.273, 7.331, 1.768], [-0.302, 8.298, 4.746], [-0.796, 6.728, 4.050], [0.943, 7.109, 4.263]]
}

{
  "formula": "C7H7N3O",
  "method": "ωB97M-V/def2-TZVPD",
  "e_homo_ev": -8.44,
  "total_energy_ev": -13889.3732,
  "smiles": "COc1nccn2ccnc12",
  "orbital_gap_ha": 0.339,
  "relative_energy_kj_mol": 155.4,
  "elements": ["C", "O", "C", "N", "C", "C", "N", "C", "C", "N", "C", "H", "H", "H", "H", "H", "H", "H"],
  "positions_angstrom": [[0.704, -0.992, 2.606], [1.047, -1.585, 1.339], [0.719, -1.040, 0.168], [1.243, -1.567, -0.909], [0.867, -1.041, -2.140], [0.002, -0.014, -2.283], [-0.416, 0.626, -1.157], [-1.214, 1.721, -0.974], [-1.389, 1.842, 0.388], [-0.699, 0.880, 1.079], [-0.150, 0.101, 0.143], [-0.363, -1.314, 2.836], [0.878, 0.071, 2.649], [1.403, -1.502, 3.335], [1.274, -1.605, -2.995], [-0.332, 0.405, -3.228], [-1.629, 2.355, -1.767], [-1.945, 2.659, 0.910]]
}

{
  "formula": "C3H6NS",
  "method": "ωB97M-V/def2-TZVPD",
  "e_homo_ev": -13.37,
  "total_charge": 1,
  "total_energy_ev": -15522.3491,
  "orbital_gap_ha": 0.297,
  "relative_energy_kj_mol": 215.7,
  "elements": ["C", "C", "C", "N", "S", "H", "H", "H", "H", "H", "H"],
  "positions_angstrom": [[-0.992, -0.800, -0.088], [-0.116, 1.424, -0.227], [1.601, -1.307, 0.067], [-1.026, 0.484, 0.195], [1.934, 0.179, -0.113], [-0.417, -1.144, -0.936], [-1.743, -1.440, 0.445], [0.042, 1.697, -1.204], [0.034, 2.254, 0.549], [2.205, -2.145, 0.357], [-1.522, 0.797, 0.955]]
}

{
  "formula": "C29H26CeF3N6O4",
  "method": "ωB97M-V/def2-TZVPD",
  "e_homo_ev": -17.14,
  "total_charge": 3,
  "total_energy_ev": -68683.0312,
  "orbital_gap_ha": 0.217,
  "relative_energy_kj_mol": 131.1,
  "elements": ["Ce", "O", "C", "O", "C", "C", "C", "C", "C", "N", "C", "O", "O", "H", "H", "H", "H", "C", "C", "C", "C", "C", "C", "N", "N", "C", "C", "C", "C", "C", "N", "H", "H", "H", "H", "H", "H", "H", "H", "H", "C", "C", "C", "C", "C", "N", "H", "H", "H", "H", "H", "H", "H", "H", "H", "F", "C", "F", "F", "C", "C", "C", "N", "C", "C", "H", "H", "H", "H"],
  "positions_angstrom": [[0.688, 0.138, 0.247], [3.771, 2.363, -2.261], [3.102, 1.564, -1.495], [1.926, 1.721, -1.133], [3.813, 0.360, -1.133], [5.151, -0.023, -1.488], [5.532, -1.317, -1.121], [4.646, -2.228, -0.571], [3.422, -1.719, -0.194], [3.024, -0.429, -0.389], [2.366, -2.533, 0.529], [2.535, -3.595, 1.042], [1.232, -1.845, 0.654], [3.240, 3.113, -2.564], [5.730, 0.714, -2.063], [6.579, -1.664, -1.352], [4.823, -3.223, -0.285], [-2.941, 4.376, -0.491], [-2.768, 4.551, 0.854], [-1.776, 3.786, 1.507], [-0.889, 3.010, 0.820], [-0.894, 3.021, -0.605], [-1.935, 3.702, -1.244], [0.126, 2.277, 1.461], [0.522, 2.584, 2.637], [1.480, 1.701, 3.167], [2.130, 2.116, 4.320], [3.084, 1.255, 4.872], [3.185, -0.034, 4.353], [2.333, -0.453, 3.302], [1.563, 0.461, 2.689], [-3.718, 4.957, -0.961], [-3.366, 5.290, 1.442], [-1.689, 3.875, 2.585], [-0.108, 2.701, -1.276], [-1.889, 3.805, -2.320], [1.912, 3.187, 4.530], [3.784, 1.484, 5.651], [3.889, -0.757, 4.801], [2.381, -1.453, 2.958], [-3.965, -1.226, 3.104], [-3.726, -1.430, 1.560], [-3.524, -2.914, 1.214], [-4.738, -0.726, 0.540], [-2.485, -0.728, 1.239], [-1.607, -0.084, 0.901], [-4.856, -1.750, 3.277], [-4.064, -0.141, 3.159], [-3.040, -1.604, 3.521], [-4.415, -3.393, 1.556], [-2.704, -3.278, 1.768], [-3.458, -3.224, 0.164], [-5.705, -1.203, 0.666], [-4.462, -0.763, -0.523], [-4.815, 0.327, 0.873], [-0.624, -3.789, -5.670], [-1.163, -2.527, -5.639], [-0.760, -1.802, -6.655], [-2.451, -2.739, -5.638], [-0.713, -1.894, -4.338], [-0.794, -0.519, -4.063], [-0.449, -0.050, -2.833], [-0.009, -0.926, -1.901], [0.215, -2.244, -2.154], [-0.161, -2.742, -3.381], [-1.229, 0.219, -4.769], [-0.627, 1.001, -2.568], [0.529, -2.902, -1.343], [-0.193, -3.785, -3.539]]
}

{
  "formula": "H9HfO6",
  "method": "ωB97M-V/def2-TZVPD",
  "e_homo_ev": -13.72,
  "total_charge": 1,
  "total_energy_ev": -13736.3136,
  "orbital_gap_ha": 0.369,
  "relative_energy_kj_mol": 0.0,
  "elements": ["Hf", "O", "H", "O", "H", "O", "H", "O", "H", "H", "O", "H", "H", "O", "H", "H"],
  "positions_angstrom": [[0.094, 0.117, 0.183], [-0.457, -1.504, 1.045], [-0.588, -1.986, 1.904], [0.990, 1.468, -0.853], [1.154, 1.835, -1.753], [0.130, 1.150, 1.836], [-0.361, 1.614, 2.550], [-0.452, -0.745, -1.636], [-0.898, -1.620, -1.628], [-0.345, -0.459, -2.572], [2.072, -0.763, 0.487], [2.229, -1.509, 1.124], [2.929, -0.687, 0.008], [-1.830, 0.963, -0.107], [-2.516, 0.284, -0.278], [-2.151, 1.840, -0.311]]
}

{
  "formula": "C26H41N3O2",
  "method": "ωB97M-V/def2-TZVPD",
  "e_homo_ev": -8.90,
  "total_energy_ev": -36195.3533,
  "smiles": "CC[C@H](C)[C@@H](NC(=O)[C@H]1CC[C@H](C)CC1)C(=O)NC1CCN(Cc2ccccc2)CC1",
  "orbital_gap_ha": 0.354,
  "relative_energy_kj_mol": 7.2,
  "elements": ["C", "C", "C", "C", "C", "N", "C", "O", "C", "C", "C", "C", "C", "C", "C", "C", "O", "N", "C", "C", "C", "N", "C", "C", "C", "C", "C", "C", "C", "C", "C", "H", "H", "H", "H", "H", "H", "H", "H", "H", "H", "H", "H", "H", "H", "H", "H", "H", "H", "H", "H", "H", "H", "H", "H", "H", "H", "H", "H", "H", "H", "H", "H", "H", "H", "H", "H", "H", "H", "H", "H", "H"],
  "positions_angstrom": [[-1.052, -2.244, -4.139], [-1.537, -1.239, -3.101], [-0.707, -1.261, -1.813], [-0.880, -2.570, -1.046], [-1.097, -0.055, -0.921], [-2.448, -0.162, -0.432], [-3.460, 0.588, -0.923], [-3.326, 1.313, -1.888], [-4.786, 0.367, -0.208], [-5.450, -0.879, -0.808], [-6.814, -1.123, -0.170], [-7.731, 0.086, -0.356], [-9.097, -0.164, 0.276], [-7.066, 1.324, 0.247], [-5.701, 1.578, -0.382], [-0.161, 0.030, 0.286], [-0.511, -0.317, 1.397], [1.069, 0.491, -0.001], [2.132, 0.601, 0.976], [2.599, 2.049, 1.122], [3.748, 2.125, 2.123], [4.850, 1.298, 1.673], [6.043, 1.472, 2.483], [7.241, 0.837, 1.827], [7.469, 1.038, 0.471], [8.567, 0.471, -0.147], [9.457, -0.298, 0.585], [9.238, -0.500, 1.936], [8.133, 0.062, 2.553], [4.446, -0.094, 1.609], [3.328, -0.267, 0.586], [-1.178, -3.265, -3.789], [-1.619, -2.131, -5.060], [0.001, -2.085, -4.365], [-2.581, -1.441, -2.857], [-1.496, -0.236, -3.530], [0.351, -1.145, -2.078], [-0.444, -3.397, -1.599], [-1.936, -2.779, -0.889], [-0.392, -2.515, -0.076], [-1.037, 0.865, -1.515], [-2.530, -0.622, 0.464], [-4.600, 0.196, 0.857], [-5.571, -0.728, -1.883], [-4.808, -1.750, -0.660], [-7.273, -2.008, -0.617], [-6.686, -1.316, 0.898], [-7.867, 0.255, -1.430], [-9.750, 0.694, 0.128], [-9.571, -1.037, -0.167], [-8.995, -0.335, 1.346], [-7.705, 2.196, 0.096], [-6.949, 1.179, 1.324], [-5.809, 1.780, -1.449], [-5.235, 2.454, 0.073], [1.281, 0.783, -0.943], [1.707, 0.249, 1.922], [1.773, 2.679, 1.456], [2.948, 2.413, 0.154], [4.099, 3.158, 2.196], [3.387, 1.815, 3.121], [6.226, 2.548, 2.576], [5.912, 1.064, 3.502], [6.767, 1.636, -0.090], [8.734, 0.631, -1.203], [10.317, -0.740, 0.103], [9.927, -1.100, 2.512], [7.965, -0.102, 3.608], [5.313, -0.689, 1.312], [4.101, -0.458, 2.595], [3.033, -1.316, 0.532], [3.695, 0.044, -0.394]]
}